Here is a structure of composition C6H11N2S from OMol25. Energies are from ωB97M-V/def2-TZVPD.

HOMO-LUMO gap = 10.2 eV
net charge = +1
E_HOMO = -0.50062 Ha
lowest unoccupied orbital energy = -3.4182 eV

Positions of all 20 atoms, in Å:
C (-0.1451, 1.0526, 1.8372)
C (0.9447, 2.0543, 0.1050)
C (0.1983, 0.7483, 0.5550)
C (-0.8735, -1.6008, 0.3974)
C (1.1966, -0.9851, -0.7478)
C (-0.9614, -0.0081, -1.3631)
N (0.3198, 2.1401, 2.3750)
N (-0.1169, -0.4679, -0.2444)
S (1.0884, 3.0801, 1.3504)
H (-0.5479, 0.3691, 2.5502)
H (1.3278, 2.2126, -0.8701)
H (-1.4247, -1.9714, -0.4047)
H (-0.2755, -2.2611, 0.8900)
H (-1.5962, -1.1566, 1.0150)
H (1.0647, -2.1270, -0.9543)
H (1.5189, -0.5781, -1.6638)
H (1.8636, -0.8987, 0.1642)
H (-1.0837, -0.7422, -2.2290)
H (-2.0337, 0.1123, -1.0052)
H (-0.4642, 1.0277, -1.7573)

Here is an isolated molecule of C6H11N3 from OMol25. Energies are from ωB97M-V/def2-TZVPD.

HOMO-LUMO gap = 9.1 eV
net charge = 0
E_HOMO = -0.29804 Ha
lowest unoccupied orbital energy = 1.0083 eV

Positions of all 20 atoms, in Å:
C (2.1975, 0.3729, 0.1127)
C (-0.1332, -0.1727, -1.8048)
C (-0.2883, 0.3682, -0.3850)
C (0.8786, -0.2889, 0.3398)
N (-1.0049, -1.0975, -2.0673)
N (-0.0986, 1.8057, -0.4325)
C (-1.8654, 0.2651, 1.3748)
C (0.7433, -1.4023, 1.0476)
N (-1.5933, 0.0030, 0.1829)
H (-1.7379, -1.3722, -1.4055)
H (-0.9994, -1.5521, -2.9686)
H (-0.7004, 2.2146, -1.1348)
H (-0.3073, 2.2301, 0.4626)
H (2.1776, 1.3932, 0.4895)
H (2.9955, -0.1814, 0.6006)
H (2.3816, 0.4257, -0.9598)
H (-2.8567, 0.0229, 1.7390)
H (-1.1778, 0.7251, 2.0953)
H (-0.2035, -1.8948, 1.1914)
H (1.5927, -1.8645, 1.5222)

Here is an isolated molecule of C6H11N3 from OMol25. Energies are from ωB97M-V/def2-TZVPD.

HOMO-LUMO gap = 8.9 eV
SMILES = CN1C[C@@]1(C)[C@]1(N)C=N1
net charge = 0
E_HOMO = -0.28888 Ha
lowest unoccupied orbital energy = 1.0380 eV

Positions of all 20 atoms, in Å:
C (-1.4991, -0.4605, -0.0051)
C (-0.9985, 0.8056, 2.0672)
C (0.5523, -2.0057, -0.4035)
N (-0.6410, -0.2168, 1.1283)
C (0.6678, 0.4926, -0.9162)
C (-0.0573, -0.6388, -0.2973)
N (1.8646, 0.1696, -1.6140)
C (0.5146, 1.7752, -0.2228)
N (-0.1457, 1.7542, -1.2960)
H (1.6605, -0.2596, -2.5096)
H (2.4402, 0.9902, -1.7593)
H (-2.1066, -1.3572, 0.0764)
H (-2.0213, 0.3749, -0.4736)
H (0.9340, 2.4419, 0.5034)
H (-1.6747, 0.3730, 2.8121)
H (-1.4750, 1.6793, 1.5980)
H (-0.1045, 1.1162, 2.6108)
H (0.0968, -2.6519, 0.3435)
H (0.3657, -2.4196, -1.3959)
H (1.6271, -1.9624, -0.2465)

Here is an isolated molecule of C6H11N3 from OMol25. Energies are from ωB97M-V/def2-TZVPD.

HOMO-LUMO gap = 9.1 eV
SMILES = [H]/N=C/NC1=CCN[C@@H]1C
net charge = 0
E_HOMO = -0.30194 Ha
lowest unoccupied orbital energy = 0.8844 eV

Positions of all 20 atoms, in Å:
C (1.2496, -0.9741, 1.2177)
C (-0.1880, -0.4533, 0.7364)
C (-0.7852, 1.9650, 1.3290)
C (-0.4188, 1.6855, -0.1237)
C (-0.1520, 0.4189, -0.5234)
C (0.1306, -1.0727, -2.5611)
H (1.7303, -1.3407, 0.3423)
H (1.6445, -0.1393, 2.1209)
H (0.7968, -1.9469, 1.8741)
H (-0.7414, -1.5999, 0.6647)
H (-1.4317, 0.3763, 2.3908)
H (-0.2165, 2.7563, 1.9608)
H (-1.8295, 2.4878, 1.4740)
H (-0.2581, 2.5692, -0.8331)
H (0.3533, 0.9049, -2.0959)
H (0.7427, -1.0798, -3.5374)
H (-0.0064, -3.0164, -2.5486)
N (-0.4997, 0.5295, 1.9676)
N (0.2270, 0.0539, -1.8164)
N (-0.3476, -2.1242, -2.0387)

Here is an isolated molecule of C6H11N3 from OMol25. Energies are from ωB97M-V/def2-TZVPD.

HOMO-LUMO gap = 9.1 eV
net charge = 0
E_HOMO = -0.29832 Ha
lowest unoccupied orbital energy = 1.0107 eV

Positions of all 20 atoms, in Å:
C (2.1952, 0.3699, -0.1846)
C (-0.2713, 0.3560, 0.4010)
C (-0.0715, -0.2129, 1.8041)
C (0.8676, -0.2849, -0.3792)
N (-0.0801, 1.7932, 0.4729)
N (-0.9361, -1.1422, 2.0770)
C (-1.9129, 0.3066, -1.3008)
C (0.7046, -1.3804, -1.1109)
N (-1.5930, -0.0015, -0.1317)
H (-0.6289, 2.1825, 1.2291)
H (-0.3555, 2.2403, -0.3941)
H (-1.6869, -1.4063, 1.4313)
H (-0.9053, -1.6110, 2.9706)
H (2.4387, 0.3587, 0.8768)
H (2.1502, 1.4104, -0.4959)
H (2.9668, -0.1494, -0.7467)
H (-2.9127, 0.0662, -1.6391)
H (-1.2595, 0.8054, -2.0248)
H (-0.2454, -1.8701, -1.2279)
H (1.5358, -1.8306, -1.6273)

Here is a structure of composition C6H11N3 from OMol25. Energies are from ωB97M-V/def2-TZVPD.

HOMO-LUMO gap (alpha / beta) = 7.3 / 7.3 eV
net charge = 0
E_HOMO (alpha / beta) = -0.23890 / -0.23873 Ha
lowest unoccupied orbital energy (alpha / beta) = 0.7640 / 0.7619 eV

Positions of all 20 atoms, in Å:
C (-0.2862, -1.6640, -0.8030)
C (-2.2680, 0.4133, 0.1949)
C (-0.1189, -0.4013, -0.1215)
C (2.0682, 0.1514, 0.0279)
N (-2.7307, 1.3582, 1.0795)
N (2.5382, 0.2013, -1.2594)
C (0.1264, 0.7474, 0.2537)
C (2.7340, -0.1209, 1.1476)
N (-2.9520, -0.1830, -0.6889)
H (-2.1669, 1.5969, 1.8778)
H (-3.7338, 1.5149, 1.1628)
H (2.0552, 0.8169, -1.8951)
H (3.5439, 0.1784, -1.3956)
H (-3.9554, 0.0557, -0.7029)
H (0.1546, 1.6567, 0.8107)
H (-1.3488, -1.7234, -1.0749)
H (0.3056, -1.6878, -1.7196)
H (-0.0047, -2.4976, -0.1597)
H (2.2165, -0.2679, 2.0851)
H (3.8231, -0.1453, 1.1805)

Here is a cluster of 2 separate species, C6H11N3 in total from OMol25. Energies are from ωB97M-V/def2-TZVPD.

HOMO-LUMO gap = 7.4 eV
net charge = 0
E_HOMO = -0.26199 Ha
lowest unoccupied orbital energy = 0.3204 eV

Positions of all 20 atoms, in Å:
C (0.0525, 0.9263, 0.2534)
C (-1.3696, 0.7161, 0.8564)
C (-1.7395, -0.6381, 0.1314)
C (1.5413, -0.5020, 0.0253)
C (1.5930, 0.8504, -0.1624)
C (0.8569, -0.3657, 1.3215)
H (-1.1239, 0.1685, -1.5713)
H (0.1639, 1.5853, -1.7166)
H (-1.2435, 0.3479, 1.9798)
H (-1.9026, 1.7338, 0.5711)
H (-2.7822, -1.0589, 0.3719)
H (0.6870, -2.1921, -0.8211)
H (2.5818, -1.1483, -0.1618)
H (1.6635, 1.3989, -1.0535)
H (2.1679, 1.2504, 0.7498)
H (-0.2015, -1.0633, 1.6387)
H (1.2110, 0.2733, 2.2041)
N (-0.6746, 1.4185, -1.0578)
N (-0.7724, -1.3451, -0.4742)
N (0.4713, -1.1044, -0.8601)

Here is a cluster of 2 separate species, C6H11N3O in total from OMol25. Energies are from ωB97M-V/def2-TZVPD.

HOMO-LUMO gap = 8.8 eV
SMILES = Cc1c[nH]cn1.CC(N)=O
net charge = 0
E_HOMO = -0.29421 Ha
lowest unoccupied orbital energy = 0.7766 eV

Positions of all 21 atoms, in Å:
C (-0.3083, -0.9999, -3.0591)
C (0.6674, -1.3693, 0.3502)
C (-0.0161, -1.3872, -1.6704)
C (-0.4495, -2.7305, -1.1153)
N (0.8693, -0.7022, -0.8462)
N (-0.0761, -2.6386, 0.2260)
H (1.2485, -1.3211, 1.2627)
H (0.0845, -3.4394, 0.8505)
H (-1.0628, -3.5340, -1.5543)
H (0.5609, -0.9347, -3.7949)
H (-0.7184, 0.0023, -3.0631)
H (-1.0839, -1.6885, -3.5481)
C (-0.3049, 3.2854, 1.3880)
C (0.6358, 2.1631, 1.7000)
O (1.6410, 2.2134, 1.0203)
N (0.1248, 1.0597, 2.5699)
H (-1.0058, 3.7711, 1.9887)
H (-0.9795, 2.7994, 0.6063)
H (0.4736, 0.1309, 2.6693)
H (-0.5211, 1.3381, 3.2882)
H (0.2208, 3.9821, 0.7313)

Here is an isolated molecule of C6H11N3O from OMol25. Energies are from ωB97M-V/def2-TZVPD.

HOMO-LUMO gap = 9.3 eV
SMILES = CC(C)c1n[nH]n(C)c1=O
net charge = 0
E_HOMO = -0.31267 Ha
lowest unoccupied orbital energy = 0.7953 eV

Positions of all 21 atoms, in Å:
C (0.2824, -0.0307, -0.2642)
C (-1.2506, 0.8134, -0.0226)
C (1.9394, 1.1681, 1.0688)
C (2.6007, -0.7015, -0.4971)
C (-3.5202, -0.3794, 0.0120)
C (1.6451, 0.4721, -0.3024)
N (-0.0370, -1.2568, -0.5010)
N (-1.3592, -1.4449, -0.2641)
N (-2.0165, -0.2409, -0.0994)
O (-1.5458, 1.9466, 0.0810)
H (2.9535, 1.4817, 1.0105)
H (1.7347, 0.6678, 1.9875)
H (1.3671, 2.2068, 1.2734)
H (2.5914, -1.1079, -1.5261)
H (2.2764, -1.3817, 0.2826)
H (3.6799, -0.4153, -0.2198)
H (-3.6599, -1.3800, -0.1882)
H (-3.7485, 0.1397, 0.8975)
H (-3.9466, 0.1901, -0.7748)
H (1.7913, 1.3112, -0.9845)
H (-1.7775, -2.0583, -0.9690)

Here is the ion C6H11N3O with charge +2 from OMol25. Energies are from ωB97M-V/def2-TZVPD.

HOMO-LUMO gap = 6.5 eV
SMILES = CCCC1=[NH+]C=[NH+][C@H]2ON12
net charge = +2
E_HOMO = -0.66701 Ha
lowest unoccupied orbital energy = -11.6205 eV

Positions of all 21 atoms, in Å:
C (1.7720, 2.1229, -0.6766)
C (-0.0087, 0.6947, -0.0760)
C (1.1863, 0.3792, -2.1858)
C (-2.0584, -1.9509, 1.5915)
C (-0.6749, 0.0172, 1.0292)
C (-1.0279, -1.3359, 0.6392)
N (0.0409, 0.0820, -1.3331)
N (2.0949, 1.3089, -1.6927)
N (0.7401, 1.8355, 0.1598)
O (0.9744, -0.9239, -1.5066)
H (2.3459, 2.9989, -0.5819)
H (1.0661, 0.0760, -3.1705)
H (-2.9028, -2.4157, 1.1046)
H (-2.4127, -1.3250, 2.3769)
H (-1.6202, -2.9262, 1.9047)
H (-1.4927, 0.6553, 1.5905)
H (0.0697, 0.1962, 1.8074)
H (-0.0843, -1.8494, 0.5962)
H (-1.4315, -1.3465, -0.3719)
H (3.0743, 1.2196, -2.0594)
H (0.3496, 2.4870, 0.8544)